# C39H30AsN6O8PtS3

C39H30AsN6O8PtS3 as an isolated structure (wB97M-V/def2-TZVPD, OMol25).

Last column: Mulliken spin population.
Positions of all 88 atoms, in Å:
1 Pt 0.06974 -1.53082 0.93871  1.07
2 As -1.47086 0.29489 0.55514  0.12
3 S -1.21279 -3.46424 2.08755  0.31
4 S 2.86730 2.37157 2.10859  0.00
5 S 2.16841 0.48674 4.61287  0.01
6 O -1.90034 -1.23482 -6.49243  0.00
7 O 3.97099 1.96417 2.95980  0.00
8 O 2.25081 3.63672 2.44010  0.00
9 O -2.87600 -3.29992 -0.82568  0.00
10 O -3.83082 -3.50795 -2.74595  0.00
11 O 2.92392 -1.77560 -2.55252  0.01
12 O 0.16712 -0.64436 -6.44676  0.00
13 O 1.85866 -1.36948 -0.62493  0.09
14 N 1.28807 -3.24804 1.55039  0.10
15 N 1.79342 1.19638 1.95982  0.01
16 N -2.89035 -3.21022 -2.03239  0.00
17 N -0.82131 -1.13230 -5.94032  0.00
18 N 0.61584 -0.60061 2.88097  0.14
19 N 4.69422 2.90237 -3.52644  0.00
20 C -1.69085 -2.65299 -2.68449  0.03
21 C -5.05284 0.07243 -2.52631  0.01
22 C -3.46828 0.00006 4.19742  0.00
23 C -0.71014 -1.63318 -4.55676  0.00
24 C -2.99388 0.18185 -0.65304  0.02
25 C 1.91545 -1.68725 -1.84930  -0.01
26 C -3.72958 0.04594 -2.94613  0.00
27 C -2.21205 0.72973 2.27860  0.02
28 C -0.86441 4.21629 -0.81259  0.00
29 C -3.04778 -0.20030 2.89108  -0.02
30 C 4.27445 2.78445 -2.19648  0.00
31 C 0.46034 1.77280 -0.91014  0.02
32 C -2.17206 2.02211 4.30441  0.00
33 C 2.25761 -5.31857 3.03602  0.00
34 C -2.70544 0.09818 -2.01318  0.01
35 C 1.51573 0.39225 2.97846  -0.03
36 C -5.34416 0.16228 -1.17351  0.00
37 C 3.13513 -4.50197 2.32345  0.00
38 C 3.96999 1.52672 -1.67207  0.00
39 C 0.42355 -4.00876 2.24488  0.01
40 C 0.95500 2.86072 -1.61540  0.00
41 C 1.11435 -0.79726 5.11632  0.00
42 C 2.60323 -3.46394 1.58733  0.00
43 C 3.75372 3.77710 -0.06132  0.00
44 C -1.82097 -2.22153 -3.98798  0.00
45 C 4.17823 3.90716 -1.37460  0.00
46 C -1.37968 3.12456 -0.13058  0.00
47 C 0.29769 4.08052 -1.56106  0.00
48 C 3.57449 1.39976 -0.35622  0.00
49 C -4.31876 0.22131 -0.23780  0.01
50 C -0.70989 1.90719 -0.17384  -0.02
51 C 0.58383 -1.91939 -2.56518  0.09
52 C -1.75819 1.83257 2.99300  0.00
53 C 0.89909 -5.08361 3.00384  -0.03
54 C -0.51513 -2.52444 -1.96167  0.18
55 C -3.03317 1.11390 4.90265  0.00
56 C 3.44956 2.52504 0.44664  0.00
57 C 0.39008 -1.24686 4.08052  0.00
58 C 0.48596 -1.48422 -3.88089  -0.01
59 H -2.75186 -2.32139 -4.52187  0.00
60 H 3.98681 0.65270 -2.31168  0.00
61 H -4.56098 0.30330 0.81364  0.00
62 H -6.37407 0.18777 -0.84023  0.00
63 H -0.33890 -2.04113 4.10633  0.00
64 H 0.20229 -5.69500 3.55948  0.00
65 H -3.34386 -1.09992 2.36279  0.00
66 H 1.09198 -1.14886 6.13426  0.00
67 H 3.62206 4.64739 0.56887  0.00
68 H -5.85334 0.02411 -3.25347  0.00
69 H -4.11542 -0.72755 4.67065  0.00
70 H 0.69763 4.93342 -2.09549  0.00
71 H 1.87251 2.75642 -2.17953  0.00
72 H 3.19971 -2.78248 0.99369  0.00
73 H -1.05187 2.52087 2.54466  0.00
74 H -1.67241 0.08742 -2.34829  0.00
75 H 4.50785 3.80257 -3.93946  0.00
76 H -3.34831 1.26188 5.92798  0.00
77 H 4.20279 -4.66519 2.34330  0.00
78 H 2.64536 -6.13950 3.62731  0.00
79 H -1.80211 2.87238 4.86293  0.00
80 H 1.34770 -1.04120 -4.35759  0.00
81 H -1.37210 5.17151 -0.76290  0.00
82 H 1.00370 0.83388 -0.90232  0.01
83 H -3.49430 -0.01862 -4.00180  0.00
84 H -2.30359 3.22356 0.42768  0.00
85 H 4.37085 2.15204 -4.11830  0.00
86 H 3.27504 0.43449 0.02213  -0.01
87 H -0.42795 -2.91841 -0.94692  -0.15
88 H 4.40850 4.88838 -1.77646  0.00

## Properties
Orbital gap (alpha / beta): 5.853 / 6.233 eV
LUMO level (alpha / beta): 1.205 / 1.057 eV
Spin multiplicity: 3
Charge: -1

***

# C5H12OS

A 2-piece molecular cluster, C5H12OS overall (wB97M-V/def2-TZVPD, OMol25).

Last column: Löwdin charge in e.
Positions of all 19 atoms, in Å:
1 S 0.57462 2.30491 1.72947  0.39
2 O -0.72118 -0.43184 1.92767  0.04
3 C -0.76082 -1.39231 -0.82385  -0.01
4 C 1.35054 -0.67454 0.08938  -0.05
5 C -0.82255 0.33223 0.83796  -0.25
6 C -0.02445 1.03231 -1.28884  -0.07
7 C 0.00165 -0.13279 -0.28623  -0.64
8 H -0.85530 0.89291 -2.06832  0.10
9 H 1.62765 1.58352 1.38886  -0.31
10 H 0.90828 1.24620 -1.79939  0.08
11 H -1.47287 -0.39345 2.39938  0.06
12 H 1.13721 -1.34667 0.96453  0.11
13 H -1.65605 -1.02300 -1.21276  0.07
14 H -1.74580 0.86016 0.63039  0.14
15 H -0.11976 -1.82433 -1.50421  0.06
16 H -0.26457 1.97181 -0.69563  0.04
17 H -0.87341 -1.97817 0.08189  0.09
18 H 1.98050 0.14678 0.45748  0.05
19 H 1.73633 -1.17372 -0.82777  0.11

## Properties
Orbital gap: 8.173 eV
LUMO level: 0.063 eV
Charge: 0
Relative energy (zero: lowest compared OMol25 entry of this formula, charge and spin): 253.3 kJ/mol

***

# C4H7FINO

One molecule with the formula C4H7FINO (wB97M-V/def2-TZVPD, OMol25).

Last column: Löwdin charge in e.
Positions of all 15 atoms, in Å:
1 I -3.57893 -0.33389 0.06312  0.73
2 F 1.27869 -1.25194 0.27790  0.05
3 O 1.93764 1.47269 0.61013  -0.02
4 N -1.59335 -1.00635 0.32636  -0.53
5 C -0.73785 -0.10643 1.03775  -0.23
6 C 1.16941 0.94876 -0.46996  -0.18
7 C -0.75123 -0.98147 -0.86505  -0.20
8 C 0.40716 -0.30561 -0.07623  -0.46
9 H 1.85151 0.72996 -1.36455  0.15
10 H -0.94029 -0.21915 -1.58310  0.09
11 H 2.51338 0.77789 0.82284  0.05
12 H -0.57710 -0.42666 2.18552  0.16
13 H -0.89851 1.01105 0.86403  0.11
14 H 0.45532 1.74650 -0.63993  0.12
15 H -0.53585 -2.05534 -1.18882  0.15

## Properties
Orbital gap: 8.839 eV
LUMO level: -0.285 eV
Charge: 0
Relative energy (zero: lowest compared OMol25 entry of this formula, charge and spin): 200.4 kJ/mol

***

# C4H4N2OS

One molecule with the formula C4H4N2OS (wB97M-V/def2-TZVPD, OMol25).

Last column: Löwdin charge in e.
Positions of all 12 atoms, in Å:
1 S 0.31088 -0.25189 2.14958  0.78
2 O -1.24606 0.66775 0.35459  -0.08
3 N -1.07948 0.53890 -1.91037  0.04
4 N -1.73916 0.92929 -0.95924  0.08
5 C 1.99768 -1.08419 -0.48456  -0.05
6 C 0.21297 0.04803 -1.75577  -0.05
7 C -0.07064 0.05230 0.61562  -0.82
8 C 0.70792 -0.31153 -0.55810  -0.27
9 H 1.79727 -1.98006 0.12486  0.09
10 H 0.72941 -0.12917 -2.70136  0.12
11 H 2.34937 -1.21531 -1.50378  0.08
12 H 2.76111 -0.49231 0.03454  0.09

## Properties
Orbital gap: 8.127 eV
LUMO level: -1.001 eV
Charge: 0
Relative energy (zero: lowest compared OMol25 entry of this formula, charge and spin): 289.5 kJ/mol

***

# C8H12N2SSi

One molecule with the formula C8H12N2SSi (wB97M-V/def2-TZVPD, OMol25).

Last column: Löwdin charge in e.
Positions of all 24 atoms, in Å:
1 S 2.37523 1.02525 -1.14813  1.02
2 Si -1.21601 0.24320 0.06835  0.62
3 N 0.11101 -3.27421 -0.49002  0.17
4 N 3.49418 0.10928 1.01403  0.00
5 C -1.49937 -0.37548 1.76948  -0.18
6 C -2.57245 -0.43081 -1.21013  -0.15
7 C 0.13475 -2.13731 -0.58985  -0.32
8 C 1.54859 -0.19386 -0.18215  -0.51
9 C -0.64129 2.06856 -0.26259  -0.18
10 C 3.66792 0.90235 0.00448  -0.49
11 C 2.23896 -0.48769 0.93729  -0.19
12 C 0.19386 -0.75658 -0.83840  -0.36
13 H 0.08300 -0.55756 -1.95083  0.13
14 H -1.61236 -1.46784 1.92139  0.05
15 H -1.59411 2.65966 -0.08509  0.05
16 H -2.25418 0.14185 2.31040  0.01
17 H 4.65778 1.42056 -0.20723  0.10
18 H -3.04174 -1.11792 -0.54242  0.00
19 H 1.83851 -1.19899 1.60811  0.10
20 H 0.08617 2.46788 0.40727  0.01
21 H -3.37710 0.13717 -1.66161  0.02
22 H -2.00197 -1.04064 -1.94317  0.03
23 H -0.44377 -0.32648 2.29640  0.08
24 H -0.17560 2.18960 -1.22553  0.00

## Properties
Orbital gap: 9.765 eV
LUMO level: 0.488 eV
Charge: 0
Relative energy (zero: lowest compared OMol25 entry of this formula, charge and spin): 0.0 kJ/mol

***

# C4H12F4N3O5PS

A 2-piece molecular cluster, C4H12F4N3O5PS overall (wB97M-V/def2-TZVPD, OMol25).

Last column: Löwdin charge in e.
Positions of all 30 atoms, in Å:
1 S 2.12531 1.63360 2.46060  0.45
2 P -1.00847 -1.29187 0.27355  0.47
3 F 2.38055 0.11844 4.60645  0.12
4 F 1.99751 1.94682 -1.84074  0.00
5 F 1.59139 -0.92113 2.87667  0.08
6 F 3.69675 -0.42736 2.97698  0.11
7 O 2.25882 1.28110 1.05070  -0.35
8 O 3.15243 2.49815 2.97343  -0.30
9 O -1.99676 -2.44706 -0.20169  -0.10
10 O 0.39079 -1.98241 0.21304  -0.06
11 O 0.77176 1.92921 2.86628  -0.33
12 N -0.87104 -0.22442 -1.18415  -0.11
13 N -2.86055 -0.40942 -2.65792  0.05
14 N -1.32227 -0.48562 1.51911  -0.05
15 C -2.24474 0.31367 -1.59054  -0.22
16 C 2.46929 0.02138 3.27739  -0.67
17 C 0.17015 0.83544 -0.89062  -0.13
18 C 1.32173 0.75059 -1.87945  -0.19
19 H -2.10784 1.33704 -1.90178  0.13
20 H -2.86378 0.27761 -0.70356  0.12
21 H -2.90525 -2.13159 -0.30911  0.09
22 H -2.15925 -0.83318 1.97660  0.03
23 H -0.27956 1.81770 -0.92108  0.14
24 H 0.54607 -2.43732 -0.62867  0.11
25 H 0.97479 0.57204 -2.90166  0.12
26 H 2.01144 -0.02609 -1.55187  0.13
27 H -2.40361 -0.22616 -3.54217  0.09
28 H -0.55931 -0.80757 -1.96204  0.14
29 H -2.86584 -1.41093 -2.50612  0.07
30 H 0.58949 0.72934 0.10238  0.07

## Properties
Orbital gap: 7.029 eV
LUMO level: -1.269 eV
Charge: 0

***

# C3H5NS2

One molecule with the formula C3H5NS2 (wB97M-V/def2-TZVPD, OMol25).

Last column: Löwdin charge in e.
Positions of all 11 atoms, in Å:
1 S 3.04692 -0.88344 1.70578  0.10
2 S 1.57457 -0.40848 2.81348  0.44
3 N 0.36725 -0.02103 1.86481  -0.44
4 C -0.79975 0.44921 -0.05321  -0.11
5 C 0.13752 -0.25639 0.57659  -0.34
6 C -0.91925 0.31031 -1.57730  -0.10
7 H -1.26923 1.25505 0.46376  0.10
8 H 0.12566 0.67446 -2.06707  0.13
9 H -1.80600 0.73681 -2.10502  0.07
10 H -1.10131 -0.73949 -1.69402  0.05
11 H 0.64363 -1.11699 0.07221  0.11

## Properties
Orbital gap (alpha / beta): 6.827 / 6.843 eV
LUMO level (alpha / beta): -1.577 / -1.512 eV
Charge: 0
Relative energy (zero: lowest compared OMol25 entry of this formula, charge and spin): 228.7 kJ/mol